Entry 1:
# C5H10NO

A gas-phase ion, C5H10NO (charge -1) at a distorted geometry (the ωB97M-V functional and the def2-TZVPD basis, the Open Molecules 2025 dataset).

## Properties
lowest unoccupied orbital energy = 3.63 eV
E_HOMO = -2.14 eV
SMILES = N/C=C/CCC[O-]
ΔE to the lowest compared entry with this formula, charge and spin = 30.0 kcal per mole
energy = -326.4376 Ha
Kohn-Sham gap = 5.77 eV
largest force on an atom = 2.955 eV/A
total charge = -1

Each line ends with the Löwdin charge.
Geometry (Å):
1 C -1.920 1.047 -0.450  -0.559
2 O -3.085 1.723 -0.185  -0.403
3 C -1.432 0.066 0.697  -0.226
4 C -0.483 -1.132 0.434  -0.251
5 C 0.607 -0.584 -0.333  -0.180
6 C 1.788 -0.308 0.189  -0.230
7 N 2.900 0.375 -0.447  -0.007
8 H -1.914 0.506 -1.445  0.070
9 H -0.986 1.744 -0.462  0.079
10 H -0.873 0.767 1.371  0.097
11 H -2.365 -0.172 1.258  0.090
12 H -1.006 -1.918 -0.051  0.082
13 H -0.103 -1.597 1.383  0.112
14 H 0.431 -0.098 -1.353  0.130
15 H 2.127 -0.535 1.139  0.077
16 H 2.636 0.347 -1.465  0.082
17 H 3.677 -0.230 -0.280  0.038

***

Entry 2:
# C5H10NO

A molecular structure, C5H10NO at a distorted geometry (the ωB97M-V functional and the def2-TZVPD basis, the Open Molecules 2025 dataset).

## Properties
lowest unoccupied orbital energy = 3.81 eV
E_HOMO = -1.12 eV
ΔE to the lowest compared entry with this formula, charge and spin = 121.2 kcal per mole
energy = -326.2921 Ha
Kohn-Sham gap = 4.92 eV
largest force on an atom = 5.980 eV/A
total charge = -1

Each line ends with the Löwdin charge.
Geometry (Å):
1 C 0.142 -1.120 -0.279  -0.274
2 C -1.306 -0.687 0.067  -0.226
3 C -1.847 0.586 -0.191  -0.350
4 C -3.141 0.916 0.190  -0.173
5 N 1.199 -0.877 0.778  0.073
6 C 2.202 -0.044 0.177  -0.465
7 O 2.314 0.525 -1.037  -0.164
8 H 0.175 -2.160 -0.394  0.062
9 H 0.468 -0.655 -1.284  0.113
10 H -1.987 -1.377 0.589  0.050
11 H -1.260 1.304 -0.759  0.075
12 H 1.106 2.536 1.507  0.081
13 H -3.799 0.281 0.770  -0.013
14 H -3.620 1.810 -0.092  -0.053
15 H 1.281 1.989 1.080  0.029
16 H 3.167 -0.107 0.852  0.143
17 H 1.259 0.415 0.797  0.091

***

Entry 3:
# C5H10NO

A gas-phase ion, C5H10NO (charge -1) at a distorted geometry (the ωB97M-V functional and the def2-TZVPD basis, the Open Molecules 2025 dataset).

## Properties
lowest unoccupied orbital energy = 4.09 eV
E_HOMO = -2.05 eV
ΔE to the lowest compared entry with this formula, charge and spin = 9.0 kcal per mole
energy = -326.4709 Ha
Kohn-Sham gap = 6.14 eV
largest force on an atom = 2.778 eV/A
total charge = -1

Each line ends with the Löwdin charge.
Geometry (Å):
1 C -2.003 -0.661 0.458  -0.334
2 O -1.571 -1.964 0.071  -0.118
3 C -0.962 0.437 0.531  -0.222
4 C -0.069 0.456 -0.688  -0.226
5 C 1.375 0.161 -0.309  -0.607
6 C 2.290 1.197 -0.441  -0.083
7 N 1.530 -1.154 -0.109  -0.013
8 H -2.426 -0.617 1.508  0.100
9 H -2.928 -0.353 -0.084  0.102
10 H -0.323 0.209 1.407  0.111
11 H -1.453 1.404 0.759  0.107
12 H -0.438 -0.327 -1.363  0.099
13 H -0.011 1.298 -1.377  0.089
14 H 3.198 1.072 0.107  -0.019
15 H 1.933 2.161 -0.738  -0.024
16 H -0.567 -1.827 0.059  0.062
17 H 2.426 -1.493 0.208  -0.024